ORCA calculation (ωB97M-V with the def2-TZVPD basis set) on a molecular structure, C7H14N2.

Structure (ORCA input):
```
! RIJCOSX wB97M-V def2-TZVPD def2/J DEFGRID3
* xyz 0 1
C 1.701 -0.668 1.495
C 1.279 -0.551 -0.008
C 1.683 -1.317 -1.141
C 0.661 0.652 -0.532
C -0.907 0.640 -0.360
C -2.017 -0.423 -0.980
C -2.441 -0.433 0.506
H 1.396 -1.935 1.836
H 0.816 -0.136 2.103
H 2.757 -0.272 1.568
H 2.045 -2.284 -0.847
H 1.840 -1.214 -2.193
H 1.131 0.094 -1.543
H 2.181 2.256 -0.472
H 0.849 2.291 0.841
H -1.294 1.665 -0.387
H -2.723 -0.261 -1.771
H -1.450 -1.360 -1.069
H -3.374 0.164 0.884
H -2.454 -1.594 1.061
H -0.488 -0.646 0.810
N 1.087 2.006 -0.193
N -1.228 0.256 0.950
*
```

Frontier orbital gap in eV: 9.39
DFT total energy in a.u.: -384.325040
Lowest unoccupied orbital energy in eV: 0.7
Energy relative to the best compared isomer or geometry (same formula, charge and spin) in kcal per mole: 192.6

***

ORCA calculation (ωB97M-V with the def2-TZVPD basis set) on a molecular structure, C33H52As7F42N7O3.

Structure (ORCA input):
```
! RIJCOSX wB97M-V def2-TZVPD def2/J DEFGRID3
* xyz 0 1
C 6.112 -1.183 -1.269
C 6.600 -1.974 -2.460
O 6.930 -1.639 -3.535
N 6.815 -3.458 -2.125
H 6.606 -3.658 -1.149
H 5.969 -3.807 -2.610
C 8.163 -3.944 -2.625
H 5.040 -1.140 -1.484
H 6.512 -0.174 -1.222
H 6.216 -1.686 -0.311
H 8.850 -3.128 -2.819
H 8.027 -4.576 -3.493
H 8.537 -4.454 -1.739
C 4.860 2.849 0.557
C 4.709 3.158 2.058
O 5.486 2.911 2.905
N 3.447 3.930 2.389
H 3.699 4.899 2.601
H 2.838 4.031 1.568
C 2.703 3.444 3.592
H 5.899 2.837 0.259
H 4.308 3.624 0.013
H 4.238 1.998 0.280
H 1.925 4.127 3.915
H 3.423 3.463 4.410
H 2.390 2.439 3.331
C -1.247 -1.520 -2.212
C -0.595 -0.227 -1.949
O -1.047 0.751 -1.448
N 0.867 -0.188 -2.287
H 1.189 -1.121 -2.567
H 0.865 0.400 -3.147
C 1.648 0.414 -1.168
H -2.164 -1.717 -1.657
H -0.607 -2.391 -2.058
H -1.537 -1.688 -3.257
H 2.703 0.378 -1.434
H 1.468 -0.156 -0.262
H 1.386 1.462 -1.094
C -3.020 2.849 -2.750
N -3.862 3.869 -2.062
C -5.184 3.987 -2.377
C -5.970 4.902 -1.735
C -5.447 5.792 -0.802
C -4.110 5.610 -0.507
C -3.329 4.613 -1.091
C -6.276 6.820 -0.145
C -6.227 7.120 1.206
C -6.991 8.114 1.802
N -7.689 8.901 0.973
C -7.675 8.733 -0.365
C -7.069 7.650 -0.955
C -8.550 9.971 1.558
H -3.436 1.912 -2.367
H -1.964 2.962 -2.531
H -3.257 2.921 -3.809
H -5.433 3.270 -3.148
H -7.006 4.956 -2.049
H -3.754 6.247 0.293
H -2.272 4.503 -0.931
H -5.628 6.541 1.898
H -7.095 8.213 2.871
H -8.213 9.501 -0.900
H -7.156 7.507 -2.022
H -9.120 10.535 0.829
H -7.921 10.664 2.115
H -9.195 9.491 2.291
C -1.905 -7.442 8.738
N -1.271 -6.951 7.505
C -0.555 -5.821 7.522
C 0.002 -5.302 6.379
C -0.093 -6.011 5.185
C -0.853 -7.190 5.178
C -1.513 -7.596 6.339
C 0.419 -5.495 3.912
C 1.348 -6.208 3.189
C 1.709 -5.820 1.907
N 1.181 -4.715 1.387
C 0.404 -3.885 2.135
C -0.075 -4.323 3.335
C 1.543 -4.323 0.010
H -1.146 -8.013 9.268
H -2.838 -7.965 8.561
H -2.137 -6.556 9.328
H -0.611 -5.229 8.425
H 0.479 -4.332 6.403
H -1.145 -7.730 4.287
H -2.248 -8.386 6.374
H 1.791 -7.094 3.624
H 2.370 -6.386 1.268
H 0.055 -2.969 1.680
H -0.826 -3.745 3.857
H 0.721 -3.777 -0.455
H 1.819 -5.120 -0.674
H 2.280 -3.517 0.014
As -5.938 -0.462 -0.724
F -6.044 -2.191 -0.319
F -6.662 -0.078 0.831
F -5.876 1.243 -1.217
F -5.172 -0.853 -2.225
F -7.489 -0.583 -1.539
F -4.355 -0.403 0.083
As 4.732 2.421 -3.671
F 5.322 4.106 -3.835
F 3.447 3.042 -2.614
F 4.183 0.770 -3.613
F 6.102 1.883 -4.655
F 5.829 2.205 -2.279
F 3.729 2.594 -5.100
As 0.074 3.919 0.708
F 1.144 2.540 1.037
F 0.083 3.485 -0.968
F -0.801 5.432 0.395
F 0.053 4.307 2.423
F 1.577 4.894 0.596
F -1.400 3.043 0.911
As 4.142 -1.044 2.141
F 2.514 -1.441 1.616
F 3.700 -1.831 3.671
F 5.687 -0.511 2.788
F 4.447 -0.227 0.622
F 3.603 0.461 2.846
F 4.710 -2.564 1.463
As 2.651 -3.215 -3.657
F 2.941 -1.504 -3.762
F 3.682 -3.580 -5.034
F 2.287 -4.889 -3.366
F 1.538 -2.812 -2.295
F 1.240 -3.044 -4.637
F 4.025 -3.292 -2.532
As -0.638 0.953 -5.811
F -0.617 -0.668 -5.227
F 0.702 0.558 -6.887
F -0.543 2.624 -6.301
F -2.028 1.273 -4.795
F 0.512 1.306 -4.500
F -1.696 0.707 -7.180
As -2.093 -5.453 -1.419
F -2.610 -4.220 -2.556
F -1.458 -4.242 -0.283
F -1.607 -6.719 -0.297
F -2.765 -6.692 -2.473
F -0.547 -5.514 -2.302
F -3.598 -5.268 -0.523
*
```

Frontier orbital gap in eV: 5.96
DFT total energy in a.u.: -21743.134134
Lowest unoccupied orbital energy in eV: -3.5

***

ORCA calculation (ωB97M-V with the def2-TZVPD basis set) on a molecular structure, C42H38N7O2PTa.

Structure (ORCA input):
```
! RIJCOSX wB97M-V def2-TZVPD def2/J DEFGRID3
* xyz 3 1
Ta 0.027 -1.313 1.261
C 5.836 -4.339 4.305
C 4.730 -3.618 3.599
C 5.011 -2.826 2.453
C 4.100 -2.081 1.769
C 2.803 -1.911 2.320
N 1.967 -0.908 1.903
C 2.392 0.445 1.742
C 3.413 0.850 0.881
C 4.220 1.988 1.234
C 3.755 2.910 2.164
C 4.542 4.112 2.721
C 2.497 2.720 2.725
C 1.770 1.510 2.507
N 0.507 1.340 3.152
C -0.214 2.256 3.886
C -1.546 1.891 3.899
C -1.643 0.691 3.198
N -0.439 0.344 2.692
C 2.401 -2.768 3.422
C 3.385 -3.677 4.021
N 1.062 -2.828 3.851
C 0.501 -3.117 5.062
C -0.852 -3.257 4.982
C -1.160 -2.985 3.618
N -0.019 -2.724 2.949
H 5.704 -4.284 5.384
H 5.875 -5.424 4.002
H 6.845 -3.962 4.038
H 5.907 -2.982 1.877
H 4.291 -1.626 0.803
H 3.673 0.164 0.063
H 5.213 2.165 0.831
H 3.925 4.993 2.696
H 4.774 3.888 3.786
H 5.436 4.237 2.166
H 2.085 3.486 3.429
H 0.258 3.204 4.189
H -2.384 2.340 4.381
H -2.609 0.208 2.970
H 3.088 -4.116 4.977
H 1.158 -3.249 6.002
H -1.482 -3.648 5.730
H -2.149 -2.973 3.095
O 0.545 0.271 -0.048
C -0.520 0.038 -0.793
O -1.337 -0.740 -0.192
C -0.484 0.473 -2.183
C 0.714 0.182 -2.853
C 1.016 0.558 -4.155
C 0.077 1.253 -4.927
C -1.136 1.630 -4.257
C -1.420 1.261 -2.934
P -3.086 1.691 -2.297
C -4.073 1.179 -3.684
C -5.401 1.749 -3.703
C -6.244 1.704 -4.818
C -5.831 1.074 -5.947
C -4.625 0.345 -5.858
C -3.760 0.368 -4.769
C -3.062 3.483 -2.325
C -3.283 4.310 -3.460
C -3.427 5.709 -3.352
C -3.186 6.298 -2.089
C -2.883 5.560 -0.977
C -2.835 4.171 -1.099
H 1.512 -0.243 -2.299
H 1.980 0.198 -4.605
H 0.260 1.677 -5.926
H -1.902 2.172 -4.797
H -5.748 2.215 -2.842
H -7.171 2.206 -4.767
H -6.386 1.062 -6.822
H -4.302 -0.272 -6.662
H -2.812 -0.113 -4.889
H -3.520 3.940 -4.456
H -3.848 6.318 -4.131
H -3.332 7.346 -1.980
H -2.650 5.945 -0.032
H -2.676 3.584 -0.210
C -1.699 -5.064 -1.587
N -0.346 -4.707 -1.223
C 0.878 -5.381 -1.770
C -0.237 -3.664 -0.489
N 0.361 -2.910 0.240
H -2.420 -4.473 -0.985
H -1.888 -6.099 -1.415
H -1.909 -4.682 -2.618
H 1.178 -5.007 -2.751
H 0.586 -6.410 -1.987
H 1.677 -5.334 -1.012
*
```

Frontier orbital gap (spin up / spin down) in eV: 3.17 / 3.13
DFT total energy in a.u.: -2554.417201
Lowest unoccupied orbital energy (spin up / spin down) in eV: -10.5 / -10.5
Energy relative to the best compared isomer or geometry (same formula, charge and spin) in kcal per mole: 108.5